1.
A molecular structure, C28H34ClN3O2S2SiSn at a distorted geometry. Source: OMol25; level of theory: the ωB97M-V functional and the def2-TZVPD basis.

Each line ends with the Mulliken charge.
Cartesian coordinates (Å):
Sn  -1.899  1.045  1.122  0.682
S  -4.342  0.727  1.746  -0.403
C  -4.906  -0.255  0.437  0.383
C  -6.184  -0.826  0.494  -0.628
C  -6.932  -1.254  -0.638  -0.419
C  -6.333  -1.217  -1.878  -0.546
C  -4.966  -0.792  -1.952  -0.591
C  -4.251  -0.329  -0.859  0.442
S  -2.498  -0.247  -1.069  -0.407
H  -6.718  -0.763  1.452  0.280
H  -7.948  -1.600  -0.492  0.349
H  -6.893  -1.297  -2.825  0.273
H  -4.386  -0.825  -2.882  0.304
O  2.977  -7.669  -1.499  -0.762
N  3.778  -7.146  -0.678  0.848
O  4.933  -7.616  -0.364  -0.791
C  3.466  -5.890  -0.079  -0.015
C  4.470  -5.128  0.423  -0.966
C  4.261  -3.812  0.960  1.186
C  5.265  -3.016  1.550  -0.766
C  4.965  -1.672  1.778  -0.621
C  3.651  -1.204  1.651  -0.235
N  2.683  -1.921  1.116  -0.126
C  2.963  -3.193  0.770  -0.255
C  1.920  -4.029  0.231  -0.056
N  0.698  -3.458  0.157  -0.328
C  -0.263  -4.224  -0.258  -0.110
C  -0.152  -5.594  -0.653  -0.819
C  1.025  -6.222  -0.407  -0.540
C  2.146  -5.386  -0.092  0.510
H  5.423  -5.561  0.539  0.482
H  6.308  -3.365  1.549  0.345
H  5.749  -0.922  1.962  0.323
H  3.354  -0.242  2.054  0.447
H  -1.193  -3.673  -0.392  0.457
H  -1.030  -6.161  -0.955  0.357
H  1.185  -7.298  -0.551  0.433
Cl  -0.318  0.061  3.887  -0.253
C  -0.382  -0.145  2.134  -0.030
H  -0.661  -1.212  1.934  0.180
H  0.603  -0.003  1.730  -0.204
C  -2.424  3.956  -0.662  -1.391
Si  -0.831  3.087  -0.048  -0.360
C  0.125  4.320  1.124  2.266
C  -0.662  4.274  2.439  -2.009
C  0.031  5.699  0.484  -1.935
C  1.538  3.951  1.404  -1.588
C  0.241  2.655  -1.547  2.527
C  1.052  1.319  -1.390  -1.717
C  1.282  3.747  -1.910  -1.964
C  -0.701  2.562  -2.794  -1.676
H  -2.162  4.512  -1.597  0.352
H  -2.840  4.665  0.056  0.405
H  -3.264  3.248  -0.841  0.232
H  -1.654  4.751  2.379  0.309
H  -0.113  4.871  3.148  0.583
H  -0.707  3.187  2.796  0.259
H  -0.915  5.924  0.002  0.269
H  0.850  5.809  -0.231  0.381
H  0.129  6.469  1.285  0.503
H  1.591  3.229  2.281  0.333
H  2.122  4.844  1.701  0.338
H  2.020  3.415  0.545  0.294
H  1.247  1.205  -0.322  0.245
H  2.038  1.477  -1.928  0.341
H  0.590  0.416  -1.781  0.338
H  2.082  3.864  -1.192  0.494
H  0.804  4.763  -2.067  0.296
H  1.785  3.535  -2.904  0.477
H  -1.604  1.901  -2.788  0.190
H  -0.107  2.157  -3.677  0.389
H  -1.111  3.525  -3.119  0.410

Calculated values
F_max in hartree/bohr: 0.047
Total charge: -2
Spin multiplicity: 1
Electronic energy in Ha: -3162.3839
Energy above the lowest of the compared OMol25 structures with the same formula, charge and spin in kcal per mole: 36.6
Gap between HOMO and LUMO (alpha / beta) in Eh: 0.1728 / 0.1518

=====

2.
A molecular structure, C15H18N4O4 at a distorted geometry. Source: OMol25; level of theory: the ωB97M-V functional and the def2-TZVPD basis.

Each line ends with the Mulliken charge.
Cartesian coordinates (Å):
C  -1.200  0.017  1.947  1.091
C  -0.993  -0.937  0.911  -0.433
C  -2.689  0.405  2.120  -1.243
C  -3.599  -0.852  1.913  0.142
C  -0.582  -1.026  -1.577  0.600
C  -1.366  -2.178  -2.114  0.082
C  0.809  -1.566  -1.843  -0.759
C  1.861  -0.855  -0.881  0.418
C  2.336  -0.832  0.468  -0.878
C  2.523  0.405  -1.493  0.306
C  3.160  1.104  -0.384  0.292
C  2.022  1.302  -2.520  -0.238
C  3.601  2.452  -0.402  -1.209
C  2.422  2.563  -2.688  -0.823
C  3.234  3.201  -1.667  -0.030
H  0.357  1.527  2.268  0.220
H  -1.492  1.918  2.445  0.237
H  -0.689  -0.471  2.904  0.205
H  -2.786  0.973  3.100  0.381
H  -2.787  1.229  1.386  0.721
H  -4.431  -2.276  2.948  0.352
H  -3.174  -1.428  3.814  0.362
H  -0.661  0.571  -0.082  0.530
H  -0.738  -0.078  -2.167  0.386
H  0.899  -2.935  -1.788  0.344
H  1.127  -1.446  -2.989  0.314
H  1.841  -1.617  1.162  0.385
H  3.909  0.128  1.373  0.162
H  1.402  0.758  -3.206  0.364
H  3.955  3.043  0.339  0.545
H  1.884  3.092  -3.427  0.392
H  3.373  4.434  -1.723  0.202
H  -2.422  -1.899  -0.631  0.504
N  -0.650  1.313  1.937  -0.725
N  -4.296  -1.231  2.945  -0.683
N  -1.048  -0.350  -0.350  -0.184
N  3.314  0.116  0.601  0.028
O  -0.935  -2.144  1.205  -0.643
O  -3.955  -1.276  0.779  -0.620
O  -1.014  -2.728  -3.131  -0.586
O  -2.519  -2.424  -1.506  -0.509

Calculated values
F_max in hartree/bohr: 0.187
Spin multiplicity: 1
Electronic energy in Ha: -1102.1143
Energy above the lowest of the compared OMol25 structures with the same formula, charge and spin in kcal per mole: 229.2
Gap between HOMO and LUMO in Eh: 0.2836

=====

3.
2 unconnected molecules or ions with the total composition C7H6B3ClNO9P at a distorted geometry. Source: OMol25; level of theory: the ωB97M-V functional and the def2-TZVPD basis.

Each line ends with the Mulliken charge.
Cartesian coordinates (Å):
O  4.486  -2.152  -0.095  -0.442
C  3.791  -3.312  0.070  0.685
N  2.828  -4.322  -0.051  -0.460
B  1.566  -3.761  -0.708  0.374
O  1.562  -3.477  -2.187  -0.353
B  1.302  -1.994  -2.220  0.449
O  -0.039  -1.529  -1.804  -0.516
B  -0.559  -2.538  -0.816  0.905
P  -2.506  -2.600  -0.693  0.077
O  -3.030  -4.181  -0.152  -0.527
Cl  -3.195  -1.273  0.857  -0.218
O  0.314  -3.413  0.009  -0.278
H  2.205  -1.317  -2.546  -0.048
H  -3.189  -4.796  -0.930  0.340
O  -0.056  5.463  0.179  -0.606
C  -0.197  4.278  0.457  0.917
C  0.578  3.218  -0.207  -0.801
C  0.389  1.935  0.108  0.223
O  1.115  0.934  -0.510  -0.481
C  -0.610  1.530  1.135  1.039
O  -0.775  0.342  1.390  -0.526
C  -1.368  2.591  1.817  -0.994
C  -1.176  3.874  1.504  0.384
O  -1.883  4.877  2.142  -0.570
H  1.299  3.526  -0.953  0.440
H  0.795  0.095  -0.111  0.208
H  -2.078  2.284  2.574  0.430
H  -1.567  5.716  1.739  0.348

Calculated values
F_max in hartree/bohr: 0.217
SMILES string: O=C=NB1OBOB(P(O)Cl)O1.O=C1C=C(O)C(=O)C=C1O
Spin multiplicity: 1
Electronic energy in Ha: -1878.5135
Gap between HOMO and LUMO in Eh: 0.2695

=====

4.
2 unconnected molecules or ions with the total composition HN2O4S2 at a distorted geometry. Source: OMol25; level of theory: the ωB97M-V functional and the def2-TZVPD basis.

Each line ends with the Mulliken charge.
Cartesian coordinates (Å):
N  1.542  -0.056  2.795  0.875
N  1.361  -0.693  1.907  -0.329
O  0.264  2.082  1.800  -0.626
O  1.742  0.542  3.766  -0.583
O  0.500  0.975  -0.386  -0.475
O  -0.794  -0.084  1.386  -0.640
S  -2.084  2.121  0.166  -0.519
S  -0.506  1.254  0.896  0.961
H  0.397  0.030  -0.472  0.336

Calculated values
F_max in hartree/bohr: 0.052
Total charge: -1
Spin multiplicity: 1
Electronic energy in Ha: -1207.4590
Energy above the lowest of the compared OMol25 structures with the same formula, charge and spin in kcal per mole: 6.7
Gap between HOMO and LUMO in Eh: 0.2923

=====

5.
C19H15N3O2 in the gas phase at a distorted geometry. Source: OMol25; level of theory: the ωB97M-V functional and the def2-TZVPD basis.

Each line ends with the Mulliken charge.
Cartesian coordinates (Å):
C  3.683  -0.810  -0.978  -1.180
C  2.213  -1.170  -0.780  -0.033
N  1.360  -0.645  0.153  0.185
C  0.072  -1.107  -0.029  -0.420
C  -1.107  -0.997  0.935  0.302
C  -2.334  -1.740  0.811  -0.505
C  -3.463  -1.547  1.621  -0.720
C  -3.371  -0.560  2.593  -0.770
C  -2.257  0.301  2.610  -0.237
C  -1.035  -0.017  1.935  0.392
O  0.025  0.835  2.157  -0.547
C  0.019  2.043  1.464  0.430
C  0.712  3.044  2.022  -0.483
C  0.748  4.262  1.407  -0.489
C  0.130  4.441  0.018  -0.287
C  -0.551  3.450  -0.544  -0.943
C  -0.618  2.251  0.243  0.387
C  0.079  -1.778  -1.255  0.695
C  -0.908  -2.567  -2.077  -0.474
N  -0.539  -3.249  -3.114  -0.806
N  0.773  -3.333  -3.515  0.089
C  1.809  -2.698  -2.798  0.054
O  2.845  -2.692  -3.362  -0.637
C  1.452  -1.980  -1.615  0.727
H  3.753  -0.344  -2.033  0.255
H  4.038  -0.091  -0.252  0.384
H  4.262  -1.788  -0.914  0.281
H  1.661  0.102  0.801  0.170
H  -2.315  -2.579  0.107  0.536
H  -4.277  -2.227  1.594  0.432
H  -4.216  -0.260  3.130  0.414
H  -2.236  1.099  3.360  0.377
H  1.126  3.079  3.060  0.319
H  1.356  5.105  1.850  0.303
H  0.243  5.363  -0.577  0.326
H  -1.035  3.576  -1.502  0.417
H  -1.112  1.335  -0.168  0.272
H  -1.969  -2.316  -1.971  0.525
H  0.983  -3.789  -4.388  0.260

Calculated values
F_max in hartree/bohr: 0.090
SMILES string: Cc1[nH]c(-c2ccccc2Oc2ccccc2)c2cn[nH]c(=O)c12
Spin multiplicity: 1
Electronic energy in Ha: -1047.7044
Energy above the lowest of the compared OMol25 structures with the same formula, charge and spin in kcal per mole: 69.1
Gap between HOMO and LUMO in Eh: 0.2964

=====

6.
A gas-phase ion, C12H20Br2N5 (charge +1). Source: OMol25; level of theory: the ωB97M-V functional and the def2-TZVPD basis.

Each line ends with the Mulliken charge.
Cartesian coordinates (Å):
C  2.817  3.118  0.328  -0.119
C  1.758  2.880  0.838  -0.449
C  0.439  2.465  1.320  -0.322
C  -0.644  2.734  0.267  -0.679
C  -0.540  1.785  -0.920  -1.147
N  -0.927  0.376  -0.658  0.285
C  0.017  -0.557  -0.816  0.662
N  1.316  -0.286  -1.041  -0.310
C  1.961  -1.435  -1.083  0.261
C  3.429  -1.589  -1.265  -0.277
C  4.170  -0.265  -1.081  -1.225
N  1.101  -2.448  -0.930  -0.411
N  -0.150  -1.909  -0.777  0.758
N  -1.270  -2.716  -0.660  -0.954
C  -2.281  0.032  -0.252  -1.366
Br  -3.583  1.239  -1.071  0.019
C  -2.576  0.017  1.255  0.397
C  -3.912  -0.684  1.537  -1.286
Br  -1.150  -0.833  2.278  -0.146
H  3.756  3.354  -0.113  0.422
H  0.484  1.407  1.580  0.072
H  0.218  2.994  2.249  0.394
H  -0.456  3.728  -0.144  0.520
H  -1.644  2.762  0.697  0.321
H  0.502  1.794  -1.232  0.554
H  -1.112  2.142  -1.774  0.405
H  3.801  -2.304  -0.529  0.358
H  3.620  -1.977  -2.268  0.309
H  4.186  0.044  -0.038  0.326
H  3.715  0.530  -1.668  0.297
H  5.197  -0.378  -1.424  0.407
H  1.310  -3.434  -0.930  0.248
H  -1.032  -3.573  -0.178  0.258
H  -1.660  -2.906  -1.579  0.271
H  -2.562  -0.924  -0.665  0.659
H  -2.644  1.035  1.626  0.386
H  -4.704  0.065  1.549  0.387
H  -3.903  -1.178  2.503  0.401
H  -4.168  -1.391  0.747  0.316

Calculated values
F_max in hartree/bohr: 0.018
Total charge: +1
SMILES string: C#CCCCN(c1nc(CC)[nH][n+]1N)[C@H](Br)[C@@H](C)Br
Spin multiplicity: 1
Electronic energy in Ha: -5890.7450
Gap between HOMO and LUMO in Eh: 0.3529

=====

> spin multiplicity of number 3 (C7H6B3ClNO9P)?

1

=====

> The highest F_max belongs to which entry?

C7H6B3ClNO9P

=====

> Which formula does entry 6 have?

C12H20Br2N5

=====

> Which value of electronic energy does entry 1 give?

-3162.3839 Ha